Record 1
Entry from the OMol25 dataset: a cluster of 9 separate species, C14H45ClN17O9 in total at a distorted geometry (ωB97M-V/def2-TZVPD).

Summary:
Calculated total energy, Eh: -2628.95370
HOMO level, eV: -2.8
HOMO-LUMO gap, eV: 4.39
Net charge: -1

```
86
Properties=species:S:1:pos:R:3:forces:R:3:lowdin_charge:R:1
C -0.091 0.480 -1.720 0.27 -0.15 0.21 -0.099
O -0.524 0.083 -3.005 -0.22 0.36 -0.02 -0.208
C -1.525 -0.933 -2.986 -0.04 -0.13 0.14 -0.235
C -0.922 -2.353 -2.942 -0.10 0.03 0.09 -0.154
C -1.080 -3.075 -1.578 -0.05 0.31 0.17 -0.209
C 0.213 -3.124 -0.741 -0.03 -0.23 -0.17 -0.222
C 1.455 -3.714 -1.467 0.10 -0.16 0.02 -0.439
N 2.640 -2.866 -1.380 -0.04 0.13 0.13 -0.582
Cl 3.182 -2.473 -3.038 0.02 0.13 0.03 0.342
H -0.555 1.437 -1.422 0.02 -0.22 -0.03 0.058
H 0.998 0.593 -1.733 -0.15 0.00 0.00 0.097
H -0.332 -0.266 -0.951 0.08 0.19 -0.14 0.080
H -2.181 -0.763 -2.114 0.02 -0.09 -0.29 0.116
H -2.134 -0.783 -3.885 0.20 -0.20 0.11 0.090
H -1.373 -2.963 -3.738 0.08 0.21 0.15 0.107
H 0.142 -2.234 -3.191 -0.23 -0.11 0.00 0.091
H -1.824 -2.512 -0.986 0.08 -0.28 -0.15 0.097
H -1.518 -4.078 -1.709 0.31 0.19 -0.06 0.099
H 0.474 -2.107 -0.425 -0.02 -0.26 0.04 0.061
H 0.012 -3.714 0.169 0.03 0.32 -0.12 0.098
H 1.199 -3.918 -2.515 0.00 -0.10 0.17 0.051
H 1.681 -4.698 -1.005 -0.12 0.07 -0.15 0.081
C 1.780 -1.827 2.364 -0.11 0.08 0.10 -0.684
O 0.811 -1.223 1.914 0.04 0.00 0.13 -0.012
N 1.903 -2.022 3.733 0.09 0.04 -0.07 0.126
N 2.783 -2.338 1.628 -0.26 0.03 -1.06 0.180
H 2.677 -2.515 4.133 0.01 -0.03 0.00 0.066
H 1.177 -1.661 4.320 -0.01 0.02 -0.02 0.080
H 2.707 -2.335 0.584 0.15 0.09 0.68 0.067
H 3.575 -2.778 2.061 0.13 -0.04 0.03 0.048
C -5.001 0.304 -3.808 0.05 0.04 -0.01 -0.671
O -4.752 -0.876 -3.984 -0.08 0.04 -0.03 0.028
N -6.265 0.779 -3.599 0.04 -0.02 -0.05 0.153
N -4.023 1.269 -3.808 -0.04 0.11 -0.02 0.156
H -6.446 1.755 -3.467 0.01 0.01 0.01 0.085
H -7.041 0.139 -3.580 -0.01 -0.01 0.08 0.057
H -3.074 0.973 -3.950 -0.01 -0.08 0.03 0.068
H -4.222 2.243 -3.667 0.01 0.01 -0.02 0.079
C -2.232 4.820 -2.745 -0.06 -0.03 0.10 -0.678
O -3.217 5.090 -3.415 0.02 -0.02 0.02 0.015
N -1.667 5.733 -1.886 -0.13 0.05 0.18 0.137
N -1.635 3.602 -2.774 -0.06 0.07 -0.06 0.177
H -0.849 5.544 -1.338 0.08 0.01 -0.11 0.099
H -2.077 6.649 -1.862 0.09 0.06 -0.15 0.100
H -2.022 2.927 -3.405 0.14 -0.12 0.00 0.082
H -0.846 3.340 -2.213 0.04 -0.01 -0.03 0.082
C -3.666 7.322 1.617 0.02 0.02 -0.01 -0.687
O -3.187 8.399 1.302 -0.01 -0.03 0.01 0.016
N -4.518 7.187 2.682 0.00 0.00 -0.02 0.141
N -3.394 6.172 0.938 0.02 0.00 0.05 0.158
H -4.920 6.313 2.960 0.01 -0.01 0.00 0.088
H -4.735 8.017 3.201 0.00 0.02 0.01 0.097
H -2.777 6.232 0.149 -0.06 -0.11 -0.02 0.060
H -3.779 5.278 1.177 -0.02 0.00 0.01 0.097
C -10.145 0.216 -3.406 0.02 -0.04 -0.01 -0.666
O -9.046 -0.240 -3.143 -0.06 0.05 -0.01 0.026
N -10.493 1.505 -3.107 -0.01 -0.01 -0.01 0.151
N -11.113 -0.530 -4.017 -0.01 0.01 0.02 0.150
H -11.390 1.897 -3.317 -0.01 0.00 -0.01 0.090
H -9.805 2.071 -2.649 0.01 0.00 0.01 0.102
H -10.878 -1.476 -4.249 0.01 -0.01 -0.01 0.105
H -12.023 -0.178 -4.243 -0.01 0.01 0.00 0.090
C 6.405 -2.976 3.710 0.32 0.26 -0.43 -0.664
O 5.582 -3.064 2.809 -0.45 -0.20 0.22 0.013
N 7.692 -2.615 3.434 0.04 0.04 0.01 0.164
N 6.111 -3.192 5.021 0.01 -0.14 -0.09 0.158
H 8.398 -2.529 4.139 0.00 -0.03 0.02 0.089
H 7.915 -2.410 2.471 -0.07 -0.05 -0.11 0.091
H 5.172 -3.452 5.253 -0.03 0.00 0.00 0.097
H 6.757 -3.051 5.777 -0.10 0.13 0.05 0.065
C 6.737 -2.129 -0.876 -0.17 -0.28 0.17 -0.681
O 7.741 -2.163 -0.155 0.04 0.12 -0.04 -0.040
N 5.498 -2.473 -0.455 0.29 0.17 -0.10 0.171
N 6.785 -1.751 -2.193 -0.26 0.03 0.10 0.139
H 4.682 -2.496 -1.061 -0.14 -0.20 0.23 -0.001
H 5.398 -2.803 0.488 0.12 0.03 0.11 0.062
H 7.653 -1.508 -2.624 0.08 -0.01 0.12 0.085
H 5.927 -1.745 -2.719 0.04 -0.01 -0.18 0.041
C 6.421 -0.689 7.733 -0.10 0.00 -0.22 -0.674
O 6.386 -1.905 7.627 0.15 -0.06 0.28 0.007
N 6.693 -0.067 8.920 0.02 -0.01 -0.02 0.148
N 6.184 0.130 6.670 0.05 -0.01 0.01 0.163
H 6.719 0.928 9.027 -0.01 0.01 -0.01 0.091
H 6.865 -0.654 9.714 0.00 -0.02 0.01 0.100
H 5.967 -0.309 5.793 -0.02 -0.01 -0.01 0.102
H 6.198 1.130 6.726 -0.01 0.01 0.00 0.095
```
Positions in Å, forces in eV/Å.

---

Record 2
Entry from the OMol25 dataset: a cluster of 8 separate species, C14H46Cl2N5O10 in total at a distorted geometry (ωB97M-V/def2-TZVPD).

Summary:
Calculated total energy, Eh: -2507.08633
HOMO level, eV: -3.9
HOMO-LUMO gap, eV: 6.08
Net charge: -1

```
77
Properties=species:S:1:pos:R:3:forces:R:3:lowdin_charge:R:1
N -0.697 -0.857 -0.044 -0.29 -0.29 -0.21 0.274
H -1.223 -0.171 0.490 -0.09 0.35 0.16 0.070
H -1.363 -1.238 -0.797 -0.15 -0.20 -0.35 0.069
H -0.453 -1.641 0.560 0.13 -0.03 -0.01 0.071
H 0.152 -0.442 -0.520 -0.05 -0.06 0.32 0.082
N -2.209 -4.573 -2.052 -0.31 -0.17 -0.10 0.260
H -1.581 -4.974 -1.337 0.23 0.11 0.07 0.070
H -2.245 -3.487 -1.999 0.14 1.32 0.34 0.067
H -3.159 -4.902 -1.901 0.08 -0.08 0.05 0.131
H -1.922 -4.827 -2.993 0.12 -0.11 0.09 0.126
N -4.662 -0.651 -0.973 -0.30 -0.53 -0.37 0.235
H -4.818 -0.172 -1.910 0.68 0.60 -0.80 0.077
H -5.382 -1.357 -0.856 0.04 0.05 0.25 0.116
H -4.646 0.013 -0.193 -0.01 -0.04 -0.12 0.051
H -3.754 -1.127 -1.194 0.19 -0.07 0.29 0.074
O -4.159 0.309 -3.400 -0.57 -0.92 0.59 -0.345
C -2.876 -0.041 -3.695 -0.56 1.36 0.45 -0.467
C -2.268 -1.365 -3.218 0.56 -1.90 -1.15 -0.344
O -2.323 -1.899 -1.905 -0.13 0.39 0.46 -0.380
H -2.193 0.786 -3.369 0.26 -0.23 0.18 0.085
H -2.734 -0.050 -4.801 0.29 -0.38 0.01 0.087
H -1.218 -1.311 -3.596 0.03 0.10 0.38 0.082
H -2.667 -2.203 -3.842 -0.32 0.46 -0.29 0.086
Cl -3.641 2.090 0.871 0.70 0.63 0.20 0.652
O -2.847 0.896 1.146 0.15 -0.29 -0.06 -0.406
O -5.010 1.663 0.655 -0.05 0.07 0.12 -0.372
O -3.551 2.970 2.009 -0.26 -0.18 -0.16 -0.355
O -3.128 2.745 -0.301 -0.14 -0.19 0.16 -0.340
Cl -0.219 -4.654 1.080 0.04 -0.14 -0.13 0.650
O -1.465 -3.916 1.030 0.02 0.13 -0.04 -0.377
O 0.894 -3.732 1.038 -0.16 0.08 -0.05 -0.373
O -0.157 -5.464 2.256 0.01 0.06 0.01 -0.334
O -0.167 -5.518 -0.103 -0.15 0.11 -0.19 -0.406
C 0.432 -0.352 3.275 0.27 -0.67 0.38 -0.072
C 1.541 0.661 3.564 -0.81 -0.10 -0.31 -0.257
N 1.447 1.838 2.722 -0.50 -0.30 -0.59 -0.205
C 2.711 2.522 2.553 0.24 -0.13 -0.57 -0.274
C 3.306 3.095 3.838 0.08 -0.35 -0.08 -0.078
C 0.290 2.682 2.973 0.14 0.57 1.35 -0.251
C 0.022 3.669 1.858 0.06 0.35 0.41 -0.065
H -0.574 0.055 3.211 0.05 0.16 -0.07 0.065
H 0.430 -1.091 4.084 -0.11 0.08 0.00 0.079
H 0.656 -0.943 2.386 -0.06 0.24 -0.16 0.045
H 1.493 0.908 4.638 0.31 0.04 -0.02 0.115
H 2.477 0.157 3.317 0.20 0.16 0.35 0.113
H 3.358 1.786 2.059 0.33 0.03 0.40 0.101
H 2.642 3.293 1.782 -0.39 0.15 0.17 0.100
H 4.088 3.831 3.656 -0.06 0.05 -0.08 0.067
H 2.499 3.552 4.411 0.15 0.13 0.13 0.064
H 3.748 2.290 4.428 -0.08 0.07 0.15 0.066
H 0.421 3.231 3.935 0.21 0.22 -0.27 0.110
H -0.602 2.119 3.251 0.08 -0.46 -0.75 0.105
H 0.785 4.453 1.865 0.14 -0.15 -0.27 0.068
H -0.910 4.207 2.032 -0.20 -0.31 -0.14 0.077
H 0.004 3.158 0.899 -0.15 0.14 -0.09 0.053
C 2.015 -1.768 -2.757 0.16 0.03 -0.16 -0.083
C 1.829 -0.272 -2.558 0.33 0.08 -0.88 -0.261
N 1.676 0.144 -1.174 0.21 0.28 0.19 -0.227
C 2.655 -0.467 -0.259 -0.56 -0.44 -0.06 -0.241
C 4.118 -0.199 -0.553 0.73 -0.73 -0.33 -0.081
C 1.698 1.605 -1.024 -1.28 -0.16 0.34 -0.236
C 0.443 2.267 -1.612 0.97 -0.12 -0.66 -0.071
H 3.007 -2.098 -2.446 -0.08 -0.10 0.17 0.065
H 1.948 -1.988 -3.824 -0.12 -0.01 0.02 0.076
H 1.256 -2.353 -2.234 0.01 0.00 0.03 0.076
H 2.670 0.258 -3.049 0.11 -0.09 0.24 0.117
H 0.981 0.039 -3.175 -0.30 0.05 0.49 0.104
H 2.354 -0.184 0.754 0.20 0.24 -0.02 0.099
H 2.473 -1.543 -0.297 0.15 -0.06 0.02 0.103
H 4.747 -0.954 -0.067 -0.18 0.20 0.42 0.078
H 4.346 -0.416 -1.603 -0.20 0.41 -0.07 0.064
H 4.517 0.780 -0.297 -0.25 0.11 0.01 0.066
H 2.628 2.003 -1.450 -0.04 0.27 0.14 0.118
H 1.594 1.795 0.049 0.72 -0.01 0.03 0.088
H 0.449 2.126 -2.695 -0.38 0.09 0.02 0.065
H 0.491 3.339 -1.422 -0.13 0.02 0.04 0.076
H -0.470 1.862 -1.182 -0.07 0.02 -0.03 0.064
```
Positions in Å, forces in eV/Å.

---

Record 3
Entry from the OMol25 dataset: a cluster of 9 separate species, C14H46N2O9 in total at a distorted geometry (ωB97M-V/def2-TZVPD).

Summary:
Calculated total energy, Eh: -1347.50346
HOMO level, eV: -8.9
HOMO-LUMO gap, eV: 8.62

```
71
Properties=species:S:1:pos:R:3:forces:R:3:lowdin_charge:R:1
N 30.842 8.023 -1.719 0.15 2.47 -3.01 0.209
C 30.862 8.243 -0.430 -1.01 8.46 0.12 -0.576
N 30.869 7.166 0.248 1.47 -4.25 3.40 0.165
O 30.753 9.516 0.094 0.82 -5.78 -1.96 -0.108
H 30.716 8.773 -2.415 0.22 -0.31 1.28 0.099
H 30.823 7.134 -2.163 0.14 -0.96 0.10 0.034
H 30.887 7.185 1.259 0.01 0.32 0.06 0.088
H 31.042 6.194 -0.119 -0.21 1.81 -0.05 0.089
C 29.103 12.414 -1.647 1.22 0.90 0.26 -0.094
C 29.760 12.852 -0.337 0.31 -1.55 -0.09 -0.290
O 29.379 11.861 0.598 -0.43 0.72 1.36 -0.121
H 29.351 11.491 -2.135 0.50 -1.01 0.77 0.035
H 29.466 13.089 -2.372 -0.44 1.43 -1.26 0.053
H 28.054 12.417 -1.454 -0.82 0.33 -0.35 0.070
H 29.360 13.846 -0.062 -0.06 -0.62 0.17 0.113
H 30.871 12.960 -0.311 -0.58 -0.13 -0.56 0.116
H 29.732 10.993 0.353 0.37 0.02 -0.31 0.013
C 27.579 9.185 -1.388 -0.51 0.17 -1.34 -0.086
C 26.203 8.580 -1.042 2.22 -0.68 -0.06 -0.243
O 26.344 7.115 -1.186 -1.18 1.69 -0.14 -0.113
H 27.698 9.124 -2.495 0.21 0.00 0.63 0.083
H 28.408 8.678 -0.909 -0.13 -0.38 0.11 0.033
H 27.725 10.223 -1.107 -0.43 0.19 0.09 0.046
H 25.416 9.023 -1.650 -0.01 -0.71 -0.49 0.105
H 25.980 8.936 -0.052 -0.30 -0.60 0.96 0.084
H 27.185 6.846 -0.775 -0.22 0.30 0.19 0.010
C 32.972 4.444 1.192 1.92 -1.58 -0.57 -0.063
C 32.623 4.612 -0.282 0.23 2.15 1.85 -0.283
O 31.212 4.565 -0.333 -0.44 -0.91 -1.19 -0.118
H 34.038 4.170 1.277 0.01 0.88 0.05 0.086
H 32.576 3.549 1.694 -0.79 0.34 -0.52 0.089
H 32.734 5.326 1.726 -0.08 0.82 0.70 0.039
H 33.081 3.904 -0.876 0.72 -1.90 -1.27 0.088
H 33.013 5.595 -0.705 -0.69 -0.91 0.75 0.145
H 30.984 3.693 -0.686 -0.39 0.41 0.17 0.126
C 30.281 10.086 -4.586 0.90 0.50 0.19 -0.074
C 30.428 10.038 -6.096 -1.64 -1.52 0.56 -0.315
O 29.103 9.981 -6.557 -1.07 0.24 -0.04 -0.071
H 31.270 9.878 -4.220 0.71 0.34 0.66 0.064
H 29.657 9.320 -4.090 -0.18 0.26 -1.02 0.069
H 29.951 11.085 -4.252 0.17 -0.50 -0.13 0.078
H 30.910 9.153 -6.471 0.61 -0.89 0.40 0.102
H 30.944 10.807 -6.605 0.74 1.58 0.25 0.099
H 29.131 9.973 -7.501 -0.27 -0.01 -0.98 0.068
C 27.378 10.186 2.811 1.41 0.15 -0.49 -0.072
C 28.466 9.183 2.424 -1.76 -0.92 -1.45 -0.290
O 28.439 8.113 3.381 -0.27 1.53 0.73 -0.089
H 27.042 10.657 1.902 -0.12 0.53 -0.20 0.058
H 27.716 10.941 3.534 0.03 -0.20 -0.28 0.081
H 26.574 9.655 3.230 -1.17 -0.73 0.59 0.051
H 29.400 9.708 2.203 0.31 -0.44 0.62 0.088
H 28.188 8.632 1.458 0.22 1.22 0.79 0.114
H 29.187 7.578 3.192 0.65 -0.98 -0.19 -0.026
C 28.287 5.311 1.279 0.01 -0.99 -0.42 -0.113
O 28.503 6.208 0.198 -0.88 -0.83 0.45 -0.155
H 28.982 4.436 1.306 -0.03 0.68 -0.27 0.081
H 27.322 4.866 1.068 -0.35 0.02 0.33 0.086
H 28.296 5.759 2.270 -0.12 0.36 -0.11 0.066
H 29.425 6.470 0.142 -0.09 0.33 0.27 -0.012
C 29.187 5.454 -2.851 -1.49 0.93 0.89 -0.123
O 30.480 5.887 -3.169 0.58 0.10 -1.26 -0.133
H 29.244 5.123 -1.831 -0.58 -0.50 0.52 0.047
H 28.826 4.666 -3.495 -0.12 -0.13 -0.34 0.088
H 28.469 6.321 -2.846 0.78 -0.81 -0.27 0.106
H 30.984 5.103 -3.354 0.57 -0.28 -0.18 0.089
C 31.371 7.556 3.808 -0.32 0.32 0.01 -0.082
O 30.663 6.695 2.922 -0.05 -0.95 0.26 -0.180
H 32.371 7.311 3.599 1.76 0.19 0.54 0.072
H 31.051 7.376 4.818 0.15 -0.13 0.57 0.095
H 31.204 8.605 3.600 -0.28 0.04 -0.45 0.098
H 30.988 5.808 3.163 -0.59 0.34 -0.39 0.115
```
Positions in Å, forces in eV/Å.